Density functional theory data (wB97M-V/def2-TZVPD) for one molecule with the formula C8H7N3OS at a distorted geometry.

HOMO energy	-0.3408	Ha
molar mass	193.2	g mol⁻¹
max |F|	4.5	eV/Å
energy relative to the best compared isomer or geometry (same formula, charge and spin)	0.0	kcal per mole
total charge	0
SMILES	CCN1C(=O)CSC1=C(C#N)C#N
orbital gap	8.861	eV

Element x y z (Å)
C (2.706, -0.697, -1.477)
C (0.612, -1.676, -1.856)
C (1.044, 0.001, -0.026)
C (-0.206, 0.998, 1.601)
C (1.369, -0.840, -1.063)
C (0.954, 1.861, 1.631)
C (-2.291, -0.216, -0.716)
C (-1.364, -0.778, 0.391)
N (3.778, -0.615, -1.864)
N (0.171, -2.462, -2.597)
N (-0.145, 0.084, 0.626)
O (-1.060, 1.036, 2.442)
S (2.208, 1.226, 0.463)
H (0.822, 2.882, 1.264)
H (1.529, 1.821, 2.610)
H (-1.777, -0.135, -1.782)
H (-3.149, -0.868, -0.960)
H (-2.428, 0.841, -0.436)
H (-1.722, -0.753, 1.548)
H (-1.052, -1.711, 0.200)

Listed below, in e, are the Mulliken charges computed for each atom: -0.572 0.064 0.910 0.356 0.600 -0.332 -0.972 -1.024 -0.471 -0.506 -0.016 -0.576 -0.119 0.332 0.323 0.276 0.352 0.341 0.352 0.682